C23H17Cl2F6N7O6PrS3 | ωB97M-V/def2-TZVPD

Properties
Orbital gap (spin up / spin down): 5.41 / 5.42 eV
Spin multiplicity: 3
E_LUMO (spin up / spin down): 1.6 / 1.6 eV
Net charge: -1
Relative energy (zero: lowest compared OMol25 entry of this formula, charge and spin): 0.00 kJ/mol

Structure (XYZ):
```
65
C23H17Cl2F6N7O6PrS3, DFT ωB97M-V/def2-TZVPD
Pr 0.41 0.23 0.53
Cl 0.56 4.89 -2.07
C -0.69 3.75 -2.23
C -1.72 4.02 -3.12
C -2.73 3.09 -3.38
Cl -3.95 3.38 -4.54
C -2.76 1.85 -2.69
C -3.69 0.81 -2.90
C -3.69 -0.30 -2.05
C -2.79 -0.35 -1.00
N -1.79 0.52 -0.88
C -1.75 1.58 -1.70
C -0.62 2.51 -1.52
O 0.39 2.15 -0.79
H -1.68 4.97 -3.63
H -4.38 0.86 -3.75
H -4.37 -1.15 -2.17
H -2.85 -1.13 -0.24
N 2.77 -0.88 1.83
N 3.92 -0.91 1.00
C 3.68 -0.94 -0.34
N 4.70 -1.25 -1.13
N 2.52 -0.42 -0.76
N 2.02 -0.66 -2.03
O 2.76 -0.99 -2.97
O 0.77 -0.52 -2.16
H 2.88 -0.18 2.56
H 2.45 -1.78 2.15
H 4.65 -1.56 1.29
H 5.42 -1.91 -0.82
H 4.44 -1.31 -2.11
F 1.72 4.99 3.82
C 0.94 4.15 4.58
F 1.71 3.17 5.14
F 0.35 4.88 5.61
C -0.15 3.52 3.75
C -1.50 3.77 3.99
C -2.45 3.19 3.15
C -2.07 2.27 2.16
N -0.78 2.02 1.97
C 0.20 2.67 2.65
S 1.83 2.40 2.21
H -1.81 4.44 4.81
H -3.49 3.36 3.34
H -2.80 1.77 1.54
S 2.59 -4.21 0.27
C 1.88 -4.19 -1.26
C 0.47 -3.91 -1.47
C -0.11 -3.90 -2.71
C 0.68 -4.16 -3.84
C 2.04 -4.45 -3.71
C 2.64 -4.44 -2.45
H -0.14 -3.73 -0.58
H -1.18 -3.69 -2.78
H 0.25 -4.10 -4.83
H 2.65 -4.71 -4.58
H 3.72 -4.69 -2.34
F -3.13 -2.84 2.87
C -2.38 -1.78 3.17
F -2.86 -0.70 2.40
F -2.57 -1.43 4.47
S -0.57 -2.00 2.68
O 0.13 -0.69 2.90
O -0.15 -3.07 3.54
O -0.56 -2.23 1.17
```